No. 1
Computed, not measured: a cluster of 2 separate species, C6H10N2O2 in total at a distorted geometry, with wB97M-V/def2-TZVPD.

Each atom is followed by the atoms it is bonded to, with distances in Å.
Cartesian coordinates (Å):
1 C 0.3536 2.2199 -0.2413  C2 1.522, H9 1.058, H10 1.098, H11 1.100
2 C 1.1999 0.9821 0.0171  C1 1.522, N3 1.266, N8 1.369
3 N 2.4360 0.9823 -0.2574  C2 1.266, C4 1.372
4 C 3.1082 -0.1795 0.0254  N3 1.372, C5 1.340, H12 1.112
5 C 2.4887 -1.3265 0.3339  C4 1.340, C6 1.408, H13 1.115
6 C 1.0927 -1.4193 0.4961  C5 1.408, O7 1.253, N8 1.420
7 O 0.3867 -2.4387 0.6782  C6 1.253
8 N 0.5215 -0.1201 0.4643  C2 1.369, C6 1.420, H14 1.078
9 H -0.4615 2.3396 0.4226  C1 1.058
10 H -0.0275 2.2232 -1.2710  C1 1.098
11 H 1.0201 3.0922 -0.3042  C1 1.100
12 H 4.2012 -0.1842 -0.1774  C4 1.112
13 H 3.1285 -2.2389 0.3095  C5 1.115
14 H -0.5440 -0.1150 0.3037  N8 1.078
15 C -3.4758 -0.7274 0.0850  O16 1.422, H17 1.127, H18 1.110, H19 1.137
16 O -2.2823 -0.0820 -0.3402  C15 1.422, H20 1.064
17 H -3.0444 -1.4608 0.8238  C15 1.127
18 H -4.0878 -1.0374 -0.7874  C15 1.110
19 H -4.1049 0.0400 0.6392  C15 1.137
20 H -1.9089 -0.5495 -1.2198  O16 1.064

Output
Frontier orbital gap: 0.3524 Ha
SMILES string: Cc1nccc(=O)[nH]1.CO
Spin multiplicity: 1
HOMO energy: -9.1 eV
Molecular weight: 142.2 g mol⁻¹
F_max: 4.2 eV Å⁻¹
Energy: -494.596808 a.u.

=====

No. 2
Computed, not measured: an isolated molecule of C2H3N5O at a distorted geometry, with wB97M-V/def2-TZVPD.

Each atom is followed by the atoms it is bonded to, with distances in Å.
Cartesian coordinates (Å):
1 H -1.5423 -1.5481 -1.9090  N2 1.174
2 N -1.4758 -1.0032 -0.8712  H1 1.174, C3 1.237
3 C -0.3108 -0.7235 -0.5636  N2 1.237, N4 1.526, N7 1.503
4 N 0.9938 -1.4076 -0.9625  C3 1.526, N5 1.283
5 N 1.8943 -0.7646 -0.3132  N4 1.283, N6 1.324
6 N 1.4828 0.2811 0.3876  N5 1.324, N7 1.469, H10 1.081
7 N 0.0337 0.1662 0.5978  C3 1.503, N6 1.469, C8 1.410
8 C -0.8111 1.2907 0.7032  N7 1.410, O9 1.309, H11 1.139
9 O -0.3929 2.4830 1.0446  C8 1.309
10 H 2.0538 0.1406 1.2945  N6 1.081
11 H -1.9256 1.0854 0.5920  C8 1.139

Output
Frontier orbital gap: 0.3584 Ha
SMILES string: [H]/N=c1\nn[nH]n1C=O
Spin multiplicity: 1
HOMO energy: -10.2 eV
Molecular weight: 113.1 g mol⁻¹
F_max: 6.8 eV Å⁻¹
Energy: -426.897592 a.u.

=====

No. 3
Computed, not measured: an isolated molecule of C4H8N2O at a distorted geometry, with wB97M-V/def2-TZVPD.

Each atom is followed by the atoms it is bonded to, with distances in Å.
Cartesian coordinates (Å):
1 N 1.2893 0.0462 -1.4179  C2 1.358, H8 1.007, H9 1.008
2 C 1.6995 -0.1624 -0.1403  N1 1.358, O3 1.217, C4 1.516
3 O 2.8466 -0.0247 0.2415  C2 1.217
4 C 0.6216 -0.6522 0.8072  C2 1.516, N5 1.443, H10 1.101, H11 1.095
5 N -0.7646 -0.4104 0.4879  C4 1.443, C6 1.407, C7 1.426
6 C -1.5422 0.7617 0.4995  N5 1.407, C7 1.514, H12 1.084, H13 1.133
7 C -1.6141 -0.2287 -0.6435  N5 1.426, C6 1.514, H14 1.098, H15 1.128
8 H 1.9591 0.3969 -2.0824  N1 1.007
9 H 0.3187 -0.0304 -1.6776  N1 1.008
10 H 0.7748 -1.7327 0.9542  C4 1.101
11 H 0.8138 -0.1909 1.7819  C4 1.095
12 H -2.1885 0.9768 1.3432  C6 1.084
13 H -1.1633 1.6780 -0.0482  C6 1.133
14 H -2.3017 -1.0664 -0.8204  C7 1.098
15 H -1.3481 0.5934 -1.3685  C7 1.128

Output
Frontier orbital gap: 0.3634 Ha
SMILES string: NC(=O)CN1CC1
Spin multiplicity: 1
HOMO energy: -9.0 eV
Molecular weight: 100.1 g mol⁻¹
F_max: 2.3 eV Å⁻¹
Energy: -341.889574 a.u.

=====

No. 4
Computed, not measured: an isolated molecule of F2N2 at a distorted geometry, with wB97M-V/def2-TZVPD.

Each atom is followed by the atoms it is bonded to, with distances in Å.
Cartesian coordinates (Å):
1 F -1.3627 -0.4635 0.1857  N2 1.432
2 N -0.0090 -0.8787 -0.0267  F1 1.432, N3 1.284
3 N 0.9127 0.0071 -0.1419  N2 1.284, F4 1.409
4 F 0.4590 1.3351 -0.0171  N3 1.409

Output
Frontier orbital gap: 0.4694 Ha
SMILES string: F/N=N\F
Spin multiplicity: 1
HOMO energy: -13.4 eV
Molecular weight: 66.0 g mol⁻¹
F_max: 4.9 eV Å⁻¹
Energy: -309.074374 a.u.

=====

No. 5
Computed, not measured: a cluster of 2 separate species, C23H48N4O7P3 in total at a distorted geometry, with wB97M-V/def2-TZVPD.

Each atom is followed by the atoms it is bonded to, with distances in Å.
Cartesian coordinates (Å):
1 C -4.0072 0.5872 3.2151  C2 1.675, H28 1.193, H29 1.172, H30 1.169
2 C -3.1100 0.6036 1.8007  C1 1.675, C3 1.647, H31 1.181, H32 1.166
3 C -4.0694 0.4031 0.4774  C2 1.647, C4 1.637, C5 1.633, H33 1.194
4 C -5.3181 1.4381 0.6979  C3 1.637, H34 1.195, H35 1.167, H36 1.170
5 C -3.3111 0.4690 -0.9679  C3 1.633, P6 1.951, C9 1.634, C19 1.681
6 P -3.4078 2.3608 -1.4369  C5 1.951, N7 1.796, O8 1.748
7 N -2.8757 3.4009 -0.0731  P6 1.796, H37 1.050, H38 1.057
8 O -2.2826 2.7633 -2.7122  P6 1.748, H39 1.004
9 C -1.7292 0.0618 -1.0058  C5 1.634, N10 1.516, P13 1.873, O16 1.502
10 N -0.8028 1.1702 -0.5470  C9 1.516, C11 1.372
11 C 0.3647 0.6902 -0.0091  N10 1.372, O12 1.363
12 O 1.6873 0.3974 0.1407  C11 1.363
13 P -1.0004 -1.4890 -0.2504  C9 1.873, C14 1.907, C15 1.887
14 C 0.2394 -2.4214 -1.3597  P13 1.907, H40 1.172, H41 1.194, H42 1.182
15 C -2.1865 -2.6508 0.6468  P13 1.887, H43 1.195, H44 1.188, H45 1.171
16 O -1.3263 -0.0838 -2.4449  C9 1.502, C17 1.468
17 C -2.5756 -0.3826 -3.1552  O16 1.468, O18 1.334, C19 1.677
18 O -2.3518 -0.7370 -4.4217  C17 1.334
19 C -4.0081 -0.3040 -2.2875  C5 1.681, C17 1.677, N20 1.494, P25 1.951
20 N -5.1281 0.5480 -2.7902  C19 1.494, C21 1.505, C22 1.503
21 C -4.9966 1.0207 -4.2125  N20 1.505, H46 1.193, H47 1.195, H48 1.195
22 C -6.5173 0.1030 -2.4273  N20 1.503, C23 1.678, O24 1.364
23 C -7.8744 0.3712 -3.3779  C22 1.678, H49 1.194, H50 1.170, H51 1.169
24 O -6.8793 -0.5111 -1.2645  C22 1.364
25 P -4.2588 -2.2328 -2.1390  C19 1.951, C26 1.938, O27 1.773
26 C -5.4406 -2.8739 -3.5350  P25 1.938, H52 1.178, H53 1.188, H54 1.171
27 O -2.7524 -3.0738 -2.5490  P25 1.773, H55 1.002
28 H -4.9021 -0.1814 3.0404  C1 1.193
29 H -4.5158 1.6331 3.3636  C1 1.172
30 H -3.3817 0.2667 4.1489  C1 1.169
31 H -2.5417 1.6379 1.8379  C2 1.181
32 H -2.3019 -0.2205 1.9656  C2 1.166
33 H -4.5385 -0.6915 0.5633  C3 1.194
34 H -6.1036 0.9075 1.4252  C4 1.195
35 H -5.9309 1.7172 -0.2554  C4 1.167
36 H -4.9548 2.4155 1.2277  C4 1.170
37 H -1.8587 3.6067 -0.2322  N7 1.050
38 H -3.3583 4.3282 -0.2332  N7 1.057
39 H -2.1528 3.7561 -2.7841  O8 1.004
40 H -0.1930 -3.3627 -1.9070  C14 1.172
41 H 1.1002 -2.8233 -0.6365  C14 1.194
42 H 0.7798 -1.6602 -2.0849  C14 1.182
43 H -1.5460 -3.2159 1.4829  C15 1.195
44 H -3.0658 -2.1333 1.2556  C15 1.188
45 H -2.6827 -3.5011 0.0132  C15 1.171
46 H -5.0273 0.1140 -4.9868  C21 1.193
47 H -5.8328 1.8065 -4.5453  C21 1.195
48 H -3.9807 1.6046 -4.4467  C21 1.195
49 H -8.0975 1.5363 -3.2397  C23 1.194
50 H -8.8225 -0.1789 -2.9691  C23 1.170
51 H -7.6630 0.2252 -4.5180  C23 1.169
52 H -4.9585 -3.7910 -4.0960  C26 1.178
53 H -6.3943 -3.2861 -2.9584  C26 1.188
54 H -5.7646 -2.0419 -4.2926  C26 1.171
55 H -2.7179 -3.2457 -3.5352  O27 1.002
56 C 8.1093 -1.6554 2.4695  C57 1.521, H66 1.093, H67 1.097, H68 1.092
57 C 6.7278 -1.2659 1.9655  C56 1.521, N58 1.545, H69 1.098, H70 1.087
58 N 5.9755 -0.2324 2.8341  C57 1.545, C59 1.553, C60 1.551, C62 1.559
59 C 5.5703 -0.9584 4.1453  N58 1.553, H71 1.093, H72 1.096, H73 1.092
60 C 4.6296 0.1437 2.1623  N58 1.551, C61 1.518, H74 1.097, H75 1.094
61 C 4.7108 0.9532 0.8809  C60 1.518, H76 1.087, H77 1.097, H78 1.093
62 C 6.8172 0.9969 3.2927  N58 1.559, C63 1.542, H79 1.092, H80 1.097
63 C 7.4624 1.9035 2.2252  C62 1.542, O64 1.423, H81 1.095, H82 1.086
64 O 8.4976 1.2400 1.5098  C63 1.423, C65 1.415
65 C 8.3653 1.2611 0.1008  O64 1.415, H83 1.095, H84 1.089, H85 1.100
66 H 8.0635 -2.1559 3.4404  C56 1.093
67 H 8.5635 -2.3589 1.7610  C56 1.097
68 H 8.7990 -0.8138 2.5597  C56 1.092
69 H 6.0891 -2.1577 1.9214  C57 1.098
70 H 6.7796 -0.8771 0.9518  C57 1.087
71 H 4.9592 -1.8271 3.8876  C59 1.093
72 H 4.9933 -0.2566 4.7580  C59 1.096
73 H 6.4732 -1.2628 4.6793  C59 1.092
74 H 4.0467 0.6994 2.9073  C60 1.097
75 H 4.1165 -0.8010 1.9618  C60 1.094
76 H 4.8752 2.0086 1.0820  C61 1.087
77 H 3.7417 0.9044 0.3698  C61 1.097
78 H 5.4593 0.5866 0.1741  C61 1.093
79 H 7.6023 0.6012 3.9407  C62 1.092
80 H 6.1426 1.6049 3.9074  C62 1.097
81 H 7.9501 2.7201 2.7684  C63 1.095
82 H 6.7435 2.3924 1.5738  C63 1.086
83 H 7.7306 2.0754 -0.2640  C65 1.095
84 H 7.9645 0.3085 -0.2431  C65 1.089
85 H 9.3672 1.3730 -0.3383  C65 1.100

Output
Frontier orbital gap: 0.2637 Ha
Spin multiplicity: 1
HOMO energy: -9.3 eV
Molecular weight: 585.6 g mol⁻¹
F_max: 9.8 eV Å⁻¹
Net charge: +1
Energy: -2674.290233 a.u.

=====

No. 6
Computed, not measured: a cluster of 4 separate species, C3H16N2O3 in total at a distorted geometry, with wB97M-V/def2-TZVPD.

Each atom is followed by the atoms it is bonded to, with distances in Å.
Cartesian coordinates (Å):
1 N 1.1630 -1.3656 -0.7221  C2 1.486, H6 1.007, H7 1.022
2 C 1.1161 -0.0178 -1.3457  N1 1.486, C3 1.526, H8 1.080, H9 1.094
3 C -0.0800 0.8091 -0.8826  C2 1.526, C4 1.540, H10 1.073, H11 1.095
4 C -1.4161 0.5684 -1.6086  C3 1.540, N5 1.498, H12 1.144, H13 1.113
5 N -2.5114 0.3101 -0.6193  C4 1.498, H14 1.014, H15 1.019
6 H 1.0854 -2.2056 -1.2717  N1 1.007
7 H 0.4160 -1.2397 -0.0357  N1 1.022
8 H 1.9890 0.5408 -1.0416  C2 1.080
9 H 1.1374 -0.0257 -2.4391  C2 1.094
10 H 0.0429 1.8703 -0.7814  C3 1.073
11 H -0.2478 0.4933 0.1523  C3 1.095
12 H -1.6415 1.4225 -2.3355  C4 1.144
13 H -1.4076 -0.3154 -2.2843  C4 1.113
14 H -3.2570 -0.1546 -1.1247  N5 1.014
15 H -2.8486 1.1855 -0.2215  N5 1.019
16 O 2.7259 -0.9749 2.1918  H17 0.970, H18 0.964
17 H 1.9353 -1.0960 1.6424  O16 0.970
18 H 3.3726 -0.7398 1.5166  O16 0.964
19 O -1.4542 -1.3321 1.7338  H20 0.960, H21 0.961
20 H -2.0304 -0.7217 2.1990  O19 0.960
21 H -1.9129 -1.5472 0.9170  O19 0.961
22 O 1.1834 1.5554 1.7578  H23 0.973, H24 0.962
23 H 2.0274 1.2134 2.1008  O22 0.973
24 H 0.6132 1.7675 2.5024  O22 0.962

Output
Frontier orbital gap: 0.3619 Ha
SMILES string: NCCCN.O.O.O
Spin multiplicity: 1
HOMO energy: -9.1 eV
Molecular weight: 128.2 g mol⁻¹
F_max: 2.0 eV Å⁻¹
Energy: -459.097197 a.u.

=====

Number 1: LUMO energy 0.5216 eV. Number 2: LUMO energy -0.4420 eV. Number 3: LUMO energy 0.9013 eV. Number 4: LUMO energy -0.6239 eV. Number 5: LUMO energy -2.1109 eV. Number 6: LUMO energy 0.7373 eV.